No. 1
# C33H30BrIN4NiSe

A molecular structure, C33H30BrIN4NiSe (ωB97M-V/def2-TZVPD, OMol25).

```
71
Properties=species:S:1:pos:R:3:forces:R:3
Ni -0.250040 -0.058914 -1.867715 0.020 0.583 -0.328
C 0.857058 1.087194 4.621415 -0.057 0.068 0.002
C 1.816181 -0.015295 4.286527 0.041 -0.083 -0.134
C 2.770769 -0.438737 5.200757 -0.006 0.021 0.007
C 3.669295 -1.447870 4.895894 0.043 -0.045 -0.015
C 3.607204 -2.068839 3.659592 0.040 -0.031 0.005
C 2.650756 -1.682905 2.735895 0.015 -0.041 0.018
C 1.769441 -0.652184 3.038315 0.081 0.093 0.169
N 0.781218 -0.244260 2.118642 -0.128 0.046 -0.110
C 0.863839 -0.276458 0.748209 -0.152 0.141 0.007
N 2.090089 -0.107036 0.220549 -0.026 0.026 0.072
C 2.497132 -0.373267 -1.113058 -0.113 -0.090 -0.181
C 1.562408 -0.451022 -2.149368 0.514 -0.109 0.168
C 2.056882 -0.775355 -3.420696 -0.250 0.061 0.154
C 3.403950 -0.982834 -3.642653 0.141 -0.003 0.000
C 4.308841 -0.845969 -2.598318 -0.032 0.021 -0.017
C 3.877057 -0.542023 -1.318495 -0.186 -0.016 -0.085
C 4.863638 -0.401547 -0.195542 0.097 0.002 0.089
N -0.209030 -0.389432 0.012136 0.349 -0.299 0.298
C -1.426672 -0.765374 0.645592 -0.064 0.082 0.015
C -1.598432 -2.076937 1.084796 0.033 0.063 -0.032
C -2.771350 -2.456787 1.707486 -0.160 0.044 0.079
C -3.789469 -1.523410 1.882117 0.048 -0.114 0.032
C -3.623691 -0.228608 1.423729 -0.004 -0.007 -0.030
C -2.447504 0.178481 0.796403 0.018 -0.181 0.095
C -2.273177 1.593952 0.344118 0.069 0.193 -0.224
H 1.129992 1.563177 5.561353 0.004 -0.007 -0.001
H -0.165109 0.714820 4.730727 -0.032 -0.009 -0.008
H 0.844474 1.850007 3.841534 -0.004 0.019 -0.017
H 2.816302 0.046977 6.167246 -0.001 0.012 0.024
H 4.411416 -1.749684 5.621062 0.026 -0.013 0.027
H 4.291975 -2.867376 3.411442 0.038 -0.036 0.007
H 2.581727 -2.189592 1.782149 -0.018 -0.008 -0.012
H -0.145275 -0.091226 2.486203 -0.002 -0.036 -0.041
H 2.819853 0.091798 0.886815 -0.045 -0.010 -0.048
H 1.369051 -0.832391 -4.255837 -0.013 0.002 0.028
H 3.759491 -1.226228 -4.634846 0.008 -0.008 -0.038
H 5.368039 -0.977336 -2.776487 0.054 -0.012 -0.012
H 5.880486 -0.483245 -0.575084 0.004 -0.016 0.005
H 4.734427 -1.172522 0.568397 -0.016 -0.009 0.020
H 4.788372 0.569241 0.302240 0.001 0.047 0.012
H -0.798457 -2.788698 0.928312 0.040 -0.017 -0.013
H -2.894136 -3.475387 2.049343 -0.021 -0.024 0.019
H -4.712693 -1.809011 2.368719 -0.013 -0.019 0.011
H -4.421130 0.494120 1.548779 -0.012 0.000 0.004
H -3.238414 2.096775 0.292240 0.010 0.020 0.016
H -1.806749 1.662826 -0.646079 -0.096 -0.020 0.165
H -1.637181 2.154497 1.034035 0.032 0.014 -0.020
Br -3.186592 -0.776922 -5.490980 -0.017 -0.016 -0.021
C -4.112353 -1.103370 -3.880820 -0.082 0.055 -0.040
C -5.439263 -0.695232 -3.796591 0.087 -0.022 0.005
C -6.153502 -0.890456 -2.627392 0.022 0.002 -0.022
C -5.546932 -1.492221 -1.536118 0.016 -0.018 0.011
C -4.227980 -1.903195 -1.617947 0.032 -0.009 -0.047
C -3.507381 -1.715843 -2.791564 -0.039 0.084 0.029
I -1.506302 -2.292345 -2.813424 -0.188 -0.471 -0.112
H -5.899652 -0.218218 -4.648959 -0.004 0.015 -0.039
H -7.182388 -0.565192 -2.571605 -0.049 0.014 0.001
H -6.092779 -1.640882 -0.614802 -0.021 -0.002 0.028
H -3.748894 -2.360419 -0.764843 0.031 -0.025 0.026
Se -0.735473 1.461521 -3.536806 -0.150 0.004 -0.007
C 0.104992 2.847933 -2.513410 0.072 0.001 0.102
C 1.483141 2.858945 -2.299839 -0.088 -0.029 -0.086
C 2.032577 3.852809 -1.511479 0.148 -0.080 -0.037
N 1.332072 4.823547 -0.933780 0.096 0.159 0.144
C 0.023409 4.816348 -1.151339 -0.175 0.067 0.029
C -0.633503 3.866813 -1.916219 -0.001 -0.087 -0.132
H 2.112026 2.092343 -2.732503 0.008 0.038 -0.017
H 3.102804 3.867834 -1.335629 0.047 0.001 0.009
H -0.543193 5.613584 -0.681582 -0.016 0.026 0.012
H -1.707676 3.916499 -2.040955 -0.001 -0.004 -0.018
```
Forces are in eV/Å.

Summary:
F_max: 0.669 eV/A
Molecular weight: 827.1 g mol⁻¹
LUMO level (spin up / spin down): 0.24 / 0.10 eV
HOMO energy (spin up / spin down): -0.271 / -0.272 hartree
Frontier orbital gap (spin up / spin down): 0.279 / 0.275 hartree
Total charge: 0

=====

No. 2
# C7H23NO3

4 unconnected molecules or ions with the total composition C7H23NO3 at a distorted geometry (ωB97M-V/def2-TZVPD, OMol25).

```
34
Properties=species:S:1:pos:R:3:forces:R:3
C -0.635968 0.684511 -3.957577 -1.111 -0.059 0.836
C -0.906479 1.046628 -2.480666 0.228 -0.697 -0.526
C -0.250975 0.067484 -1.483235 -0.014 1.615 -0.431
N -0.034346 0.764590 -0.215664 -0.797 -1.283 0.831
C -1.270917 0.783789 0.600157 1.074 0.944 -0.331
C -1.616989 -0.434183 1.436544 0.667 0.337 1.567
C 1.142242 0.259821 0.530651 -0.261 -0.591 -2.058
C 1.222393 -1.239703 0.810242 -0.174 -0.946 0.845
H -1.339951 1.251882 -4.573609 0.375 0.092 -0.170
H 0.396539 0.911192 -4.217908 -0.062 -0.264 -0.194
H -0.917456 -0.362989 -4.098733 0.484 -0.050 -0.257
H -0.492760 2.024464 -2.313959 -0.021 0.548 0.338
H -1.986808 1.058157 -2.302576 0.094 0.220 -0.047
H -0.906386 -0.802083 -1.454197 0.256 -0.553 0.302
H 0.739129 -0.178226 -1.854053 0.069 -0.438 -0.222
H -2.084180 1.026055 -0.073897 -0.215 0.022 -0.153
H -1.129370 1.678735 1.225948 -0.422 -0.319 0.253
H -1.063363 -0.431536 2.392970 0.287 0.149 -0.465
H -2.621099 -0.313810 1.832109 -0.542 -0.537 -0.577
H -1.338133 -1.395549 1.007390 -0.735 0.046 -0.331
H 1.941131 0.401858 -0.203617 0.314 0.658 0.581
H 1.241922 0.866947 1.413224 0.292 -0.014 0.205
H 2.237455 -1.640873 0.830365 0.269 0.556 0.204
H 0.776281 -1.878287 0.048360 -0.406 0.330 -0.270
H 0.773051 -1.522111 1.767558 0.114 0.058 -0.171
O -2.642654 -3.359749 -1.567744 0.026 -0.201 -0.180
H -2.429655 -3.930544 -0.820710 -0.050 0.266 -0.013
H -2.776271 -2.472800 -1.224574 0.031 -0.041 0.216
O 3.461851 1.754571 1.638156 0.255 0.963 0.205
H 4.244361 2.319689 1.577742 0.271 -0.452 -0.041
H 2.804312 2.445096 1.797759 -0.307 -0.343 -0.123
O 1.241820 0.128890 3.826533 -0.340 0.397 0.281
H 1.400606 1.076973 3.742400 0.310 -0.132 -0.120
H 0.447179 0.121268 4.373928 0.040 -0.282 0.016
```
Forces are in eV/Å.

Summary:
F_max: 2.157 eV/A
Molecular weight: 169.3 g mol⁻¹
SMILES string: CCCN(CC)CC.O.O.O
LUMO level: 0.40 eV
Relative energy (zero: lowest compared OMol25 entry of this formula, charge and spin): 28.6 kcal per mole
HOMO energy: -0.299 hartree
Frontier orbital gap: 0.314 hartree
Total charge: 0